Record 1
4
Properties=species:S:1:pos:R:3 method="wB97M-V/def2-TZVPD" multiplicity=1 homo_energy_ev=-22.7 total_energy_ha=-482.2394 e_lumo_ev=-9.9 charge=+2 relative_energy_kcal_mol=59.1
Cl -8.519 -2.877 -8.140
Li -6.961 -4.074 -7.606
Li -7.085 -2.355 -9.225
Li -9.582 -3.062 -9.804

Record 2
2
Properties=species:S:1:pos:R:3 method="wB97M-V/def2-TZVPD" multiplicity=1 homo_energy_ev=-14.6 total_energy_ha=-659.9032 e_lumo_ev=-9.2 charge=+1 relative_energy_kcal_mol=74.1
Cl 7.645 4.003 12.730
Mg 10.961 3.961 12.335

Record 3
3
Properties=species:S:1:pos:R:3 method="wB97M-V/def2-TZVPD" multiplicity=2 homo_energy_ev="-35.7 / -35.2" total_energy_ha=-858.1656 s2=0.752 e_lumo_ev="-21.9 / -26.9" charge=+4 relative_energy_kcal_mol=0.0
Cl 0.333 0.445 0.041
Mg 1.319 -1.026 1.539
Mg -1.651 0.581 -1.580

Record 4
14
Properties=species:S:1:pos:R:3 method="wB97M-V/def2-TZVPD" multiplicity=1 homo_energy_ev=-1.6 total_energy_ha=-1345.7684 e_lumo_ev=2.8 charge=-2 relative_energy_kcal_mol=34.0
Rb 14.917 20.552 -18.351
Cl 12.524 24.484 -16.954
O 11.677 23.851 -15.988
O 12.523 15.916 -13.339
O 11.909 15.693 -15.411
O 12.648 20.817 -15.593
O 12.974 19.385 -17.155
O 12.468 13.952 -14.255
O 11.895 18.753 -15.428
O 12.479 25.925 -16.814
O 12.066 24.145 -18.306
O 13.895 24.053 -16.823
N 12.302 15.211 -14.331
N 12.500 19.653 -15.992

Record 5
26
Properties=species:S:1:pos:R:3 method="wB97M-V/def2-TZVPD" multiplicity=1 homo_energy_ev=-0.6 total_energy_ha=-2189.5048 e_lumo_ev=6.8 charge=-3 relative_energy_kcal_mol=54.1
Zr -11.584 -7.335 1.280
Cl -13.127 -8.007 -0.550
O -7.936 -9.232 -0.172
O -14.464 -6.847 3.776
O -7.834 -4.984 1.728
O -8.908 -9.034 -2.005
O -13.224 -4.544 -0.492
O -11.419 -5.352 -0.121
O -9.950 -8.224 -0.374
O -11.487 -9.617 1.427
O -14.361 -4.720 3.400
O -11.215 -8.011 3.522
O -11.393 -3.391 -0.885
O -8.532 -5.393 -0.126
O -12.377 -11.572 1.704
O -10.922 -9.216 5.188
O -9.470 -6.278 1.502
O -13.192 -6.260 2.297
O -10.331 -11.239 0.789
O -10.902 -7.271 5.672
N -8.929 -8.720 -0.875
N -11.341 -10.843 1.392
N -8.598 -5.555 1.014
N -14.095 -5.905 3.095
N -10.942 -8.108 4.798
N -12.013 -4.377 -0.460

Record 6
5
Properties=species:S:1:pos:R:3 method="wB97M-V/def2-TZVPD" multiplicity=1 homo_energy_ev="-9.8 / -9.5" total_energy_ha=-1063.4291 e_lumo_ev="-0.8 / -2.6" charge=0 relative_energy_kcal_mol=47.4
Cl -0.556 2.887 -0.483
S -2.029 1.406 -0.499
O 0.063 0.494 1.071
O 1.393 -1.151 0.404
N 0.457 -0.490 0.612

Record 7
5
Properties=species:S:1:pos:R:3 method="wB97M-V/def2-TZVPD" multiplicity=1 homo_energy_ev="-9.8 / -9.8" total_energy_ha=-1063.4599 e_lumo_ev="-1.4 / -1.6" charge=0 relative_energy_kcal_mol=28.1
Cl -0.282 -1.774 0.939
S -0.005 1.406 -0.291
O -1.232 0.773 0.112
O 0.505 0.842 -1.509
N 0.984 -1.189 1.645

Record 8
5
Properties=species:S:1:pos:R:3 method="wB97M-V/def2-TZVPD" multiplicity=1 homo_energy_ev=-4.1 total_energy_ha=-1084.1274 e_lumo_ev=1.4 charge=-1 relative_energy_kcal_mol=39.6
Cl -3.509 0.027 0.102
S 0.296 -0.018 -0.143
O 0.079 1.221 0.646
O 1.017 -0.087 -1.366
O 0.284 -1.168 0.732

Record 9
9
Properties=species:S:1:pos:R:3 method="wB97M-V/def2-TZVPD" multiplicity=1 homo_energy_ev=-22.4 total_energy_ha=-1528.4415 e_lumo_ev=-20.1 charge=+7 relative_energy_kcal_mol=0.0
Pb -0.646 -4.574 4.149
Pb -3.394 5.418 3.613
Pb -1.772 -3.403 -6.127
Pb 6.196 1.526 -0.652
Cl -0.056 0.219 -0.230
O -0.745 0.854 0.820
O -1.022 -0.477 -0.966
O 0.723 -0.694 0.408
O 0.716 1.131 -1.015

Record 10
3
Properties=species:S:1:pos:R:3 method="wB97M-V/def2-TZVPD" multiplicity=6 homo_energy_ev="-17.6 / -21.4" total_energy_ha=-714.9141 s2=8.757 e_lumo_ev="-10.4 / -14.9" charge=+2 relative_energy_kcal_mol=3.1
Pd 0.051 1.006 2.144
Pd -0.563 -0.227 -2.234
Cl 0.512 -0.779 0.090

Record 11
19
Properties=species:S:1:pos:R:3 method="wB97M-V/def2-TZVPD" multiplicity=5 homo_energy_ev="-15.4 / -20.4" total_energy_ha=-1502.5552 s2=6.004 e_lumo_ev="-7.2 / -7.2" charge=+2 relative_energy_kcal_mol=11.9
Cr -0.007 -0.160 0.007
O -0.412 1.308 1.443
O 1.482 -1.045 1.234
O 0.418 -1.405 -1.582
O -1.187 0.854 -1.257
O 1.413 1.292 -0.552
O -1.444 -1.406 0.760
H 1.941 -0.620 1.930
H 2.095 -1.751 0.930
H -1.996 0.870 -1.803
H 1.208 1.744 -1.405
H 1.910 1.922 -0.007
H -1.163 1.827 1.597
H 0.108 1.680 2.152
H 0.433 -1.034 -2.520
H -2.194 -1.544 0.192
H -0.003 -2.307 -1.614
H -1.122 1.806 -0.953
H -1.480 -2.031 1.449

Record 12
43
Properties=species:S:1:pos:R:3 method="wB97M-V/def2-TZVPD" multiplicity=1 homo_energy_ev=-13.1 total_energy_ha=-1090.1659 e_lumo_ev=-2.8 charge=+1
Cs 0.129 0.066 -0.118
O -3.097 -2.436 1.487
O -3.452 1.859 0.441
O -1.607 -2.243 -0.649
O -0.020 3.419 -3.133
O 0.516 3.339 3.066
O -1.851 1.802 -1.844
O 3.159 -0.164 2.602
O 0.352 -1.752 2.741
O 1.442 0.493 -3.150
O 2.512 -2.368 0.423
O 1.810 -2.118 -4.162
O -1.662 0.723 2.595
O 1.847 2.836 0.591
O 0.061 -4.325 -1.409
H -2.175 -2.345 0.115
H -2.378 1.665 -1.056
H 3.348 -2.230 0.870
H 0.762 0.565 -3.819
H 4.074 -0.389 2.769
H -2.106 -2.623 -1.372
H 1.207 3.546 3.695
H -1.065 1.420 2.866
H -3.163 -2.858 2.344
H 2.549 -1.874 -4.719
H 1.715 3.536 -0.048
H -3.238 2.705 0.835
H 2.573 -3.256 0.070
H 0.218 -2.643 3.064
H 2.132 1.089 -3.444
H 1.522 -1.294 -3.771
H 1.279 -1.720 2.503
H -3.163 1.214 1.087
H -3.614 -1.636 1.573
H 0.149 -4.578 -2.328
H -0.454 3.590 -3.969
H -1.252 -0.081 2.914
H 3.174 0.773 2.408
H -0.577 -3.612 -1.416
H -0.046 4.113 3.063
H -0.715 3.083 -2.567
H 1.518 3.198 1.414
H -2.413 1.511 -2.562

Record 13
19
Properties=species:S:1:pos:R:3 method="wB97M-V/def2-TZVPD" multiplicity=1 homo_energy_ev=-13.0 total_energy_ha=-2098.8814 e_lumo_ev=-3.4 charge=+1 relative_energy_kcal_mol=16.0
Cu 0.190 -0.380 0.430
O 1.273 1.829 0.853
O -1.557 0.828 1.309
O -2.556 -0.080 -0.990
O 2.715 -0.956 0.385
O 0.008 -2.696 0.136
O 0.081 0.915 -1.938
H -3.374 -0.574 -0.938
H -0.347 1.742 -2.163
H 0.493 -3.409 -0.278
H -2.403 0.225 -0.096
H 3.156 -1.474 -0.288
H 2.223 1.923 0.784
H 0.296 0.518 -2.782
H 0.953 2.719 0.998
H -1.790 1.751 1.210
H -2.054 0.536 2.073
H 3.352 -0.283 0.626
H -0.656 -3.134 0.669

Record 14
24
Properties=species:S:1:pos:R:3 method="wB97M-V/def2-TZVPD" multiplicity=2 homo_energy_ev="-14.2 / -14.2" total_energy_ha=-2250.9937 s2=0.759 e_lumo_ev="-6.7 / -9.3" charge=+1
Cu -9.476 -16.171 -5.624
O -10.528 -18.011 -6.162
O -5.358 -15.608 -5.491
O -8.431 -14.807 -9.070
O -5.690 -14.068 -7.500
O -6.026 -18.287 -7.334
O -6.718 -18.768 -4.854
O -9.195 -18.663 -8.445
O -8.128 -16.724 -7.030
H -7.655 -14.997 -9.545
H -5.093 -16.421 -5.058
H -8.717 -17.905 -8.067
H -9.372 -18.438 -9.381
H -7.244 -16.291 -7.058
H -5.252 -17.838 -7.012
H -8.268 -15.403 -8.309
H -5.002 -14.916 -4.955
H -10.461 -18.129 -7.111
H -6.897 -19.723 -4.715
H -6.741 -17.675 -7.246
H -10.177 -18.827 -5.803
H -5.567 -14.583 -8.288
H -5.649 -14.613 -6.705
H -6.484 -18.616 -5.813

Record 15
5
Properties=species:S:1:pos:R:3 method="wB97M-V/def2-TZVPD" multiplicity=1 homo_energy_ev=-8.7 total_energy_ha=-1717.4052 e_lumo_ev=-0.9 charge=0 relative_energy_kcal_mol=0.0
Cu -0.772 0.757 -0.071
O 1.177 0.571 0.073
H -1.851 -1.323 -0.059
H -1.086 -1.304 0.009
H 2.003 1.046 0.040

Record 16
26
Properties=species:S:1:pos:R:3 method="wB97M-V/def2-TZVPD" multiplicity=1 homo_energy_ev=-6.9 total_energy_ha=-2879.6594 e_lumo_ev=5.7 charge=-2
P -2.956 0.452 1.807
P 0.549 1.951 -2.900
P 2.057 -2.690 0.720
F 0.647 -2.225 0.039
F 1.362 3.332 -2.953
F -3.789 -0.905 1.932
F 1.394 -4.185 0.869
F -4.131 1.157 0.968
F 1.788 1.235 -2.111
F 2.577 -3.157 -0.737
F -0.304 0.581 -2.879
F -0.713 2.737 -3.588
F -2.216 -0.026 0.464
F 2.758 -1.227 0.598
F -1.753 -0.274 2.686
F -2.119 1.841 1.803
F 1.137 1.556 -4.346
F -0.096 2.291 -1.409
F 3.399 -3.263 1.438
F -3.624 0.968 3.244
F 1.487 -2.233 2.165
N 0.505 0.405 0.463
H 0.818 0.860 1.312
H -0.409 -0.049 0.589
H 1.247 -0.225 0.146
H 0.386 1.092 -0.319

Record 17
48
Properties=species:S:1:pos:R:3 method="wB97M-V/def2-TZVPD" multiplicity=6 homo_energy_ev="-16.2 / -16.2" total_energy_ha=-3024.6663 s2=8.763 e_lumo_ev="-7.3 / -10.2" charge=+2 relative_energy_kcal_mol=0.7
Fe 1.567 -1.685 1.109
P -0.871 -0.050 0.174
F -0.451 1.394 0.351
F -0.450 -0.220 -1.287
O 2.850 -1.774 -0.601
O 2.843 -0.377 2.023
O 0.824 -0.256 0.230
O -2.158 2.730 -1.601
O 0.476 3.221 -2.152
O 2.230 1.772 -0.642
O -1.832 -2.809 -1.566
O -0.884 -1.713 -3.918
O -0.142 -0.999 1.077
O 0.201 0.907 3.481
O -3.319 -1.384 0.941
O 1.717 -0.584 -2.741
O 0.964 -2.107 3.279
O -2.721 1.120 2.220
O -0.204 3.869 1.028
O 0.622 -3.324 0.084
H -0.208 -3.717 0.281
H 2.643 -1.256 -1.383
H 0.376 3.879 1.756
H 3.692 -0.031 1.664
H -3.157 1.910 1.797
H -2.321 3.467 -2.245
H 0.778 0.860 4.259
H -1.114 -0.800 -3.874
H -3.147 1.026 3.092
H -0.196 -1.813 -4.522
H -2.507 -2.557 -2.193
H 1.612 1.093 -0.404
H -3.596 -1.326 1.889
H 0.846 4.055 -1.934
H 0.700 1.422 2.863
H 1.589 -1.362 -3.315
H 0.788 -3.565 -0.824
H -1.052 -2.487 -2.052
H -0.239 2.927 0.770
H 2.473 0.209 2.679
H -0.398 3.176 -1.703
H 3.628 -2.336 -0.747
H 1.677 2.410 -1.052
H 0.898 -0.395 -2.285
H -2.618 1.945 -1.912
H 0.006 -2.007 3.374
H 1.340 -1.788 4.062
H -3.753 -0.670 0.475

Record 18
31
Properties=species:S:1:pos:R:3 method="wB97M-V/def2-TZVPD" multiplicity=2 homo_energy_ev="-13.7 / -13.7" total_energy_ha=-2048.8837 s2=0.763 e_lumo_ev="-3.4 / -9.0" charge=+1
S -0.825 3.944 1.389
S -1.966 1.752 1.559
Na 0.244 -1.018 -0.366
F -3.157 1.118 0.809
F 0.254 4.547 0.368
O 1.826 -3.021 -0.124
O -2.647 2.172 2.792
O -0.976 0.703 1.705
O -1.604 5.149 1.702
O -2.046 -2.233 -0.481
O 0.228 -1.440 2.447
O 2.555 -0.087 -2.005
O -0.545 1.163 -1.219
O 2.892 -0.418 0.719
O 0.097 3.384 2.426
O 0.067 -2.120 -2.932
N -1.619 3.002 0.362
H -0.880 1.853 -0.646
H -0.348 -0.771 2.817
H -2.196 -3.075 -0.910
H 2.987 -1.352 0.531
H -2.820 -2.102 0.068
H 1.704 -3.373 0.758
H 1.743 -3.782 -0.699
H 3.382 0.334 -2.244
H 1.981 0.071 -2.754
H -0.436 1.589 -2.069
H -0.881 -2.239 -2.990
H 0.271 -1.479 -3.614
H 2.865 -0.001 -0.142
H -0.151 -2.270 2.740